Formula: Cl2H2NOP
Source: the OMol25 dataset
Level of theory: the ωB97M-V functional and the def2-TZVPD basis

```
7
Cl2H2NOP (the ωB97M-V functional and the def2-TZVPD basis)
N 1.67 1.46 0.32
O -0.84 0.60 0.03
P 0.58 0.42 0.44
Cl 0.94 -1.45 1.08
Cl -2.30 -1.70 -1.53
H 2.50 1.34 0.69
H -2.55 -0.67 -1.02
```

Values from the calculation:
Net charge   0
Frontier orbital gap   10.8 eV
LUMO   -0.01864 Ha
Maximum force   5.4 eV/Å

Formula: C40H38N4PSSc
Source: the OMol25 dataset
Level of theory: the ωB97M-V functional and the def2-TZVPD basis

```
85
C40H38N4PSSc (the ωB97M-V functional and the def2-TZVPD basis)
Sc -1.30 0.32 -1.52
C -1.84 -1.44 -5.47
C -1.64 -1.19 -4.00
N -1.53 0.17 -3.58
N -2.56 0.97 -4.12
C -3.73 1.13 -3.51
N -4.72 1.76 -4.20
S -4.03 0.64 -1.92
C -1.63 -2.16 -3.04
C -1.49 -3.58 -3.30
C -1.57 -4.48 -2.30
C -1.80 -4.05 -0.96
C -1.86 -2.71 -0.73
N -1.74 -1.76 -1.68
H -2.88 -1.28 -5.77
H -1.59 -2.47 -5.74
H -1.20 -0.78 -6.06
H -2.48 1.25 -5.09
H -4.56 2.19 -5.09
H -5.53 2.02 -3.67
H -1.29 -3.91 -4.31
H -1.46 -5.54 -2.51
H -1.91 -4.76 -0.15
H -2.01 -2.34 0.28
C 4.40 2.04 3.37
C 3.89 2.64 2.23
C 2.72 2.17 1.67
C 2.05 1.08 2.22
C 2.55 0.49 3.37
C 3.72 0.97 3.95
P 0.49 0.60 1.40
C -0.52 -0.47 2.47
C -1.90 -0.23 2.48
C -2.76 -1.10 3.12
C -2.26 -2.21 3.78
C -0.90 -2.47 3.76
C -0.03 -1.62 3.09
C -0.40 2.20 1.59
C -0.32 2.65 2.90
C -0.94 3.84 3.29
C -1.63 4.58 2.37
C -1.75 4.14 1.04
C -2.51 4.90 0.11
C -2.60 4.48 -1.18
C -1.97 3.29 -1.59
C -1.28 2.44 -0.74
C -1.14 2.92 0.61
H 5.31 2.41 3.83
H 4.39 3.49 1.79
H 2.29 2.68 0.81
H 2.04 -0.33 3.84
H 4.09 0.51 4.85
H -2.30 0.64 1.97
H -3.82 -0.91 3.12
H -2.93 -2.89 4.30
H -0.50 -3.36 4.25
H 1.02 -1.87 3.03
H 0.23 2.08 3.64
H -0.85 4.17 4.32
H -2.09 5.52 2.65
H -3.00 5.80 0.45
H -3.17 5.05 -1.90
H -2.07 3.02 -2.64
C 1.48 -1.60 -2.03
C 1.86 -0.67 -0.85
C 2.49 0.57 -1.49
C 0.52 -0.31 -0.14
C 2.83 -1.43 0.05
C 2.45 -2.66 0.59
C 3.30 -3.39 1.40
C 4.57 -2.90 1.71
C 4.96 -1.69 1.17
C 4.11 -0.97 0.35
H 0.84 -1.07 -2.74
H 0.95 -2.49 -1.70
H 2.38 -1.92 -2.55
H 1.74 1.08 -2.09
H 3.32 0.28 -2.15
H 2.88 1.27 -0.75
H 0.08 -1.25 0.21
H 1.47 -3.07 0.37
H 2.98 -4.35 1.79
H 5.23 -3.47 2.34
H 5.95 -1.30 1.39
H 4.46 -0.03 -0.07
```

Values from the calculation:
Net charge   0
Frontier orbital gap   5.6 eV
LUMO   0.01379 Ha
Maximum force   0.8 eV/Å

Q: Which ΔE to the lowest compared entry with this formula, charge and spin values were calculated for the entries above? A: 154.01; 65.63, in kJ/mol.